(1)
71
Properties=species:S:1:pos:R:3:forces:R:3 method="wB97M-V/def2-TZVPD" spin_multiplicity=8 orbital_gap_ev="7.1 / 4.8" charge=+3 lumo_ev="-9.576 / -10.794" s2=16.750 relative_energy_kj_mol=151.6
Gd 0.3531 2.1038 0.6757 2.107 -3.532 -1.917
P 0.4092 -2.0358 0.0323 -0.012 -0.654 -0.008
P 2.6946 1.2665 -0.6940 1.000 -0.585 -0.364
P -3.1939 -0.1525 0.6705 0.557 0.204 -1.159
H -0.6171 4.3816 0.0829 -0.438 -0.370 0.664
C -1.2429 3.6685 0.6839 -2.506 2.522 2.123
C -1.0260 3.4138 2.0587 -2.172 2.509 -0.812
H -0.4887 4.1134 2.7166 0.475 -0.656 -0.393
C -0.2315 -2.7468 -1.5364 0.041 0.250 -0.292
C 1.9793 -3.0014 0.1387 0.301 0.281 0.111
C -0.5359 -3.1117 1.1971 -0.076 0.057 0.339
C 3.9559 2.5091 -1.0853 -0.017 0.605 0.057
C 3.6715 0.0078 0.2081 0.111 -0.240 0.426
C 2.4186 0.4722 -2.3109 -0.356 -0.098 -0.447
C -4.1854 1.3393 0.7554 -0.250 0.308 0.220
C -2.9359 -0.8386 2.2986 -0.139 -0.286 0.602
C -3.8474 -1.2574 -0.5729 -0.502 -0.410 -0.080
H -2.2246 3.4386 0.2483 0.702 -0.097 0.093
H -1.7423 2.7810 2.6035 0.242 0.317 -0.330
H 0.1710 -3.7562 -1.6968 -0.215 0.231 0.026
H 0.0716 -2.1026 -2.3706 -0.051 -0.226 0.041
H -1.3274 -2.7869 -1.5205 0.218 -0.018 -0.042
H 1.7557 -4.0683 0.2814 0.090 0.332 -0.186
H 2.5698 -2.6463 0.9956 -0.049 -0.193 -0.296
H 2.5629 -2.8775 -0.7833 -0.043 -0.060 0.279
H -0.1042 -4.1227 1.2169 -0.285 0.271 -0.043
H -1.5845 -3.1866 0.8798 0.215 -0.020 0.174
H -0.4813 -2.6882 2.2097 -0.091 -0.271 -0.229
H 4.8984 2.2367 -0.5996 -0.130 0.278 -0.214
H 3.6156 3.4837 -0.7167 0.394 -0.050 -0.157
H 4.0807 2.5593 -2.1723 0.157 0.144 0.296
H 3.5368 -0.9858 -0.2296 0.058 0.300 0.098
H 3.3633 -0.0386 1.2623 0.174 0.084 -0.364
H 4.7304 0.2833 0.1568 -0.192 -0.206 0.079
H 3.0908 0.9440 -3.0340 -0.122 -0.292 -0.002
H 1.3899 0.6289 -2.6565 0.207 -0.127 0.013
H 2.6208 -0.6038 -2.2652 -0.057 0.246 -0.058
H -5.2499 1.0434 0.7540 0.394 0.210 0.039
H -3.9915 2.0024 -0.1028 -0.148 -0.404 0.195
H -3.9685 1.8905 1.6840 -0.130 -0.186 -0.271
H -3.9009 -1.1872 2.7093 0.290 0.195 -0.205
H -2.5335 -0.0710 2.9775 -0.188 -0.098 -0.327
H -2.2443 -1.6891 2.2891 -0.242 0.292 -0.174
H -4.9225 -1.1125 -0.6796 -0.046 -0.128 0.036
H -3.6537 -2.3009 -0.3222 -0.029 0.005 0.029
H -3.3736 -1.0315 -1.5350 -0.052 0.083 0.249
C -0.9873 1.8224 -3.2516 0.196 -0.116 0.113
C -1.3175 0.9230 -4.3002 -0.217 0.145 -0.562
C -0.9600 1.2363 -5.6087 -0.413 -0.601 0.343
C -0.2276 2.3893 -5.8952 0.161 -0.169 0.255
C 0.2087 3.2090 -4.8435 0.183 0.221 0.595
C -0.1476 2.9342 -3.5322 0.176 0.229 -0.469
S -1.6310 1.5645 -1.6936 0.827 0.109 -0.424
H -1.9928 0.1483 -0.0673 -0.273 -0.110 1.412
H -1.8779 0.0121 -4.0538 0.185 0.488 -0.256
H -1.2629 0.5779 -6.4215 0.106 0.114 0.210
H 0.0552 2.5992 -6.9241 -0.091 0.091 0.214
H 0.8488 4.0645 -5.0416 -0.166 -0.107 -0.072
H 0.2076 3.5791 -2.7188 -0.281 -0.219 -0.362
S 0.9648 1.1850 3.0361 0.052 -0.513 0.544
C 1.0558 -0.4745 3.4435 0.649 -1.098 1.143
N 0.0731 -1.1521 4.0917 0.358 1.169 -0.608
C 0.6009 -2.3538 4.7318 -0.668 -0.486 0.629
C 2.0305 -2.4371 4.2233 0.576 -0.676 -0.060
N 2.1679 -1.2366 3.4063 -0.530 1.103 -0.299
H -0.7313 -0.6481 4.4675 0.567 -0.237 -0.187
H 0.0069 -3.2324 4.4554 0.140 0.189 0.103
H 0.5700 -2.2381 5.8195 -0.082 -0.062 -0.167
H 2.1834 -3.3367 3.6174 0.116 0.183 0.141
H 2.7511 -2.4241 5.0486 -0.062 -0.048 -0.281
H 3.0790 -0.8791 3.1083 -0.703 -0.113 0.228

(2)
50
Properties=species:S:1:pos:R:3:forces:R:3 method="wB97M-V/def2-TZVPD" spin_multiplicity=5 orbital_gap_ev="5.8 / 7.8" charge=-2 lumo_ev="4.361 / 4.360" s2=6.007 relative_energy_kj_mol=73.3
Cr 0.2319 -0.1873 0.0753 0.030 0.031 -0.095
O -0.3316 -5.9549 2.6400 0.007 -0.007 -0.005
C -0.4470 -4.6320 2.2946 -0.022 -0.019 -0.058
C -0.9170 -4.2439 1.0510 0.011 -0.027 0.052
C -0.9706 -2.8923 0.7685 -0.016 -0.013 0.066
N -0.6124 -1.9484 1.6429 -0.034 -0.022 -0.113
C -0.2231 -2.3322 2.8623 -0.047 -0.042 0.002
C -0.1091 -3.6677 3.2234 0.009 0.025 -0.001
C 0.0344 -1.2594 3.9393 -0.011 0.086 0.025
O 0.4179 -1.6829 5.0390 0.026 -0.036 0.036
O -0.2067 -0.0726 3.6091 0.013 0.040 -0.026
C -1.5016 -2.4414 -0.5905 0.013 -0.001 -0.031
O -2.1723 -3.2461 -1.2389 0.001 -0.012 -0.004
O -1.2106 -1.2490 -0.9205 0.034 0.033 0.052
H -0.5433 -6.4778 1.8598 -0.004 0.009 0.008
H -1.2450 -4.9467 0.2949 0.003 -0.003 -0.005
H 0.2346 -3.9131 4.2170 -0.006 0.012 0.008
N -1.7094 1.5351 2.1815 0.000 -0.073 0.074
C -1.8288 2.0812 0.9919 0.099 -0.009 -0.063
N -2.6701 3.1331 0.8594 -0.002 0.006 0.012
C -2.7296 3.6509 -0.3483 -0.074 -0.053 -0.050
N -3.6124 4.6868 -0.5440 0.042 0.026 0.024
N -2.0408 3.2566 -1.4274 0.010 -0.005 0.032
C -1.2506 2.2108 -1.2031 0.100 -0.087 0.004
N -1.1098 1.5759 -0.0483 -0.089 0.079 -0.014
C -0.4446 1.7234 -2.3691 -0.055 0.034 0.075
C -0.6287 2.2549 -3.6377 0.027 -0.012 -0.031
C 0.1526 1.7572 -4.6691 -0.017 0.001 0.041
C 1.0745 0.7591 -4.3980 0.004 0.013 -0.016
C 1.1861 0.2914 -3.0957 0.037 -0.021 0.004
N 0.4425 0.7731 -2.1131 -0.093 0.042 -0.032
H -2.2456 1.9652 2.9149 0.018 0.007 -0.001
H -1.0384 0.7852 2.4837 -0.017 0.004 -0.019
H -3.8854 5.1667 0.2967 -0.004 0.002 -0.005
H -3.4125 5.2578 -1.3472 -0.005 -0.001 0.000
H -1.3657 3.0294 -3.7879 0.003 0.000 -0.011
H 0.0393 2.1427 -5.6754 -0.003 0.002 -0.001
H 1.7000 0.3447 -5.1774 0.004 -0.006 0.004
H 1.8825 -0.4905 -2.8138 -0.004 0.000 -0.011
O 2.5386 2.4490 -0.9459 -0.018 -0.044 -0.009
P 2.9261 1.5096 0.3326 0.228 0.105 -0.026
O 3.8859 2.2694 1.1605 0.004 -0.033 -0.013
O 1.6392 1.0000 0.9338 -0.213 -0.016 0.142
O 3.6166 0.2460 -0.3945 -0.037 0.012 -0.006
P 3.2252 -1.3291 -0.1333 -0.070 -0.034 -0.004
O 3.4121 -1.4838 1.4589 -0.013 0.032 -0.040
O 4.2063 -2.1650 -0.8422 -0.001 -0.009 -0.025
O 1.7474 -1.4686 -0.4569 0.130 -0.048 0.044
H 3.1319 3.2042 -0.8836 0.011 0.034 -0.015
H 2.7371 -0.9744 1.9312 -0.007 -0.004 0.024

(3)
19
Properties=species:S:1:pos:R:3:forces:R:3 method="wB97M-V/def2-TZVPD" spin_multiplicity=1 orbital_gap_ev=10.9 lumo_ev=0.799 relative_energy_kj_mol=97.3
C 0.2267 -1.2518 2.2643 0.014 -0.091 0.064
C 0.7921 -1.0608 0.8506 0.012 0.010 -0.088
C -0.2696 -0.3084 0.0401 -0.125 -0.066 0.050
O -0.6335 0.8312 0.8146 0.155 0.212 0.238
C 0.0318 0.2117 -1.3748 -0.431 0.029 0.125
C -1.0119 1.3365 -1.6414 0.130 -0.107 -0.266
O 1.3862 0.6540 -1.3709 -0.054 0.392 -0.090
H -0.0253 -0.2785 2.6916 0.120 -0.251 0.019
H -0.7065 -1.8287 2.2284 0.181 0.004 0.025
H 0.9226 -1.7600 2.9360 -0.014 -0.023 -0.147
H 1.7068 -0.4555 0.8821 -0.131 -0.100 -0.021
H 1.0633 -2.0257 0.4048 -0.128 0.159 -0.074
H -1.1628 -0.9419 -0.0456 0.010 0.191 0.154
H 0.1146 1.4349 0.6863 -0.217 0.031 0.298
H -0.0787 -0.5950 -2.1241 -0.052 0.229 0.280
H -0.9122 2.2040 -0.9768 0.290 -0.332 -0.292
H -0.9795 1.7012 -2.6690 0.049 -0.158 -0.122
H -2.0225 0.9597 -1.4314 0.267 -0.066 -0.229
H 1.5585 1.1732 -2.1649 -0.076 -0.060 0.077

(4)
59
Properties=species:S:1:pos:R:3:forces:R:3 method="wB97M-V/def2-TZVPD" spin_multiplicity=1 orbital_gap_ev=5.7 charge=-1 lumo_ev=2.421
C 3.1806 3.1101 -0.3532 -0.494 0.173 -0.513
C 3.5326 2.3176 -1.6575 1.122 -0.395 1.568
C 4.3932 1.0492 -1.2880 -0.045 0.011 -1.492
C 3.7745 -0.3180 -1.7658 0.700 -0.244 0.443
C 3.2159 -1.1971 -0.5851 -0.776 3.506 -1.242
C 1.6387 -1.4183 -0.5519 0.256 -1.224 0.106
C 0.8569 -1.1831 -1.8495 -1.280 -0.587 -0.190
O 0.7865 0.2153 -2.2219 0.382 -0.471 0.376
N 0.2768 0.3590 -3.4783 0.265 0.648 0.203
O 0.2813 1.5055 -3.7657 -0.289 -0.327 -0.310
O 1.4840 -2.8770 -0.3738 0.209 -0.087 1.691
S 1.6671 -3.2543 1.2394 -0.489 -0.886 -1.048
O 0.6247 -4.1886 1.5575 -1.194 1.131 0.043
O 2.9198 -3.8513 1.5299 0.107 -0.142 -0.470
O 1.3756 -1.6847 1.8227 -3.195 -1.687 -1.682
C 0.7528 -0.9720 0.7154 -0.540 -0.711 1.275
O -0.5905 -1.5052 0.6740 0.493 0.138 -0.963
C -1.1720 -1.6369 1.9497 -1.432 -0.428 1.019
C -2.7195 -1.6472 1.8467 1.030 0.788 0.577
N -3.2142 -0.3330 1.3907 -0.514 -1.557 -0.470
C -4.6007 -0.4346 0.8975 0.174 1.310 0.093
C -4.7082 0.4407 -0.3756 -0.222 -0.424 0.478
C -6.1680 0.7023 -0.8114 0.910 -0.211 -0.167
O -3.9819 -0.2810 -1.3836 -0.332 0.600 -0.097
P 0.6494 0.8973 0.8671 2.260 0.986 -0.474
C 0.8094 1.4657 2.6331 -1.469 -0.401 0.198
C -0.9165 1.4856 0.0684 -0.534 -0.167 -0.126
H 3.4173 2.5709 0.5744 -0.076 -0.082 -0.426
H 2.0919 3.2837 -0.3442 0.443 0.317 0.200
H 3.7402 4.0628 -0.3130 -0.404 -0.254 -0.058
H 2.6567 1.9846 -2.2269 0.143 0.400 0.228
H 4.1731 2.9841 -2.2588 -0.508 -0.300 -0.150
H 4.6691 1.0131 -0.2245 -0.346 -0.045 -0.281
H 5.3512 1.1612 -1.8377 -0.310 -0.096 0.303
H 4.6399 -0.8740 -2.1781 -0.500 0.038 0.044
H 3.0889 -0.1581 -2.6156 0.259 0.044 0.289
H 3.7677 -2.1393 -0.5577 -0.688 0.067 0.056
H 3.5237 -0.6409 0.4459 -0.773 -0.863 -2.991
H -0.1880 -1.5066 -1.6794 0.467 0.023 0.076
H 1.2209 -1.7856 -2.6950 0.349 0.319 0.396
H -0.9105 -2.5863 2.4518 0.260 0.343 -0.429
H -0.9024 -0.8349 2.6618 0.164 -0.002 -0.505
H -3.0318 -2.4807 1.2037 -0.052 0.499 -0.043
H -3.1180 -1.8100 2.8735 0.311 -0.490 -0.384
H -3.1592 0.3072 2.1761 -0.093 -0.051 -0.159
H -4.8956 -1.4634 0.6403 0.336 0.269 0.054
H -5.2832 -0.0887 1.6991 -0.132 -0.045 -0.533
H -4.1581 1.3832 -0.1934 -0.405 -0.218 0.130
H -6.6141 -0.2723 -1.0711 -0.040 0.445 0.124
H -6.1335 1.3339 -1.7158 -0.311 -0.196 0.356
H -6.7302 1.1993 -0.0071 0.085 -0.144 -0.332
H -3.6690 0.3882 -2.0077 0.048 -0.382 0.014
H 1.6789 2.1183 2.7728 -0.141 -0.435 -0.169
H 0.8080 0.6110 3.3272 0.378 0.345 -0.196
H -0.1069 2.0434 2.8706 0.409 -0.113 -0.042
H -1.4749 2.2000 0.7000 0.306 -0.324 -0.080
H -0.6185 2.0073 -0.8574 0.040 -0.109 0.463
H -1.6154 0.6874 -0.2250 0.277 0.096 0.363
Cl 3.6331 -1.4645 1.8802 5.400 1.605 4.856

E, respectively: -3482.4365; -3593.4291; -348.1678; -2501.0420 Eh.